*P*
{"formula": "C3H6O4", "method": "wB97M-V/def2-TZVPD", "elements": ["C", "C", "C", "O", "O", "O", "O", "H", "H", "H", "H", "H", "H"], "coordinates": [[0.236, -1.031, 0.520], [-1.164, 0.760, -0.442], [-0.625, -0.004, 0.668], [0.638, -1.498, -0.652], [0.767, -1.709, 1.562], [-0.806, 0.739, -1.593], [-2.165, 1.572, -0.027], [1.272, -2.216, -0.510], [0.463, -1.354, 2.406], [2.074, 1.048, -1.518], [-2.495, 2.081, -0.783], [2.761, 1.326, -1.282], [-0.956, 0.286, 1.651]], "nbo_charge": [0.70, 0.76, -0.57, -0.62, -0.68, -0.61, -0.70, 0.50, 0.50, 0.02, 0.49, -0.02, 0.22], "multiplicity": 1, "total_charge": 0, "gap_ev": 9.661}

*Q*
{"formula": "C3H6O4", "method": "wB97M-V/def2-TZVPD", "elements": ["O", "C", "O", "O", "C", "C", "O", "H", "H", "H", "H", "H", "H"], "coordinates": [[2.847, -0.969, 0.536], [1.850, -0.466, 0.124], [1.697, 0.873, -0.097], [0.773, -1.174, -0.212], [-0.414, -0.524, -0.681], [-1.272, -0.050, 0.485], [-2.240, 0.896, 0.075], [2.110, 1.342, 0.637], [-0.173, 0.305, -1.347], [-0.934, -1.283, -1.263], [-1.820, -0.888, 0.914], [-0.625, 0.357, 1.271], [-1.801, 1.580, -0.440]], "nbo_charge": [-0.58, 0.98, -0.73, -0.50, -0.09, -0.08, -0.70, 0.51, 0.19, 0.20, 0.19, 0.16, 0.46], "smiles": "O=C(O)OCCO", "multiplicity": 1, "total_charge": 0, "gap_ev": 11.278}

Most stable one: *Q*, least stable one: *P*.

*P*
{"formula": "C36H46BBrN9O4Se2Sr", "method": "wB97M-V/def2-TZVPD", "elements": ["Sr", "C", "C", "C", "C", "C", "N", "N", "B", "N", "N", "C", "C", "C", "C", "C", "N", "N", "C", "C", "C", "C", "C", "H", "H", "H", "H", "H", "H", "H", "H", "H", "H", "H", "H", "H", "H", "H", "H", "H", "H", "H", "H", "H", "H", "C", "O", "C", "C", "C", "Br", "C", "C", "C", "O", "C", "N", "C", "C", "C", "C", "C", "C", "N", "H", "H", "H", "H", "H", "H", "H", "H", "H", "H", "H", "O", "C", "C", "C", "O", "C", "Se", "C", "Se", "H", "H", "H", "H", "H", "H", "H", "H", "H", "H", "C", "C", "N", "H", "H", "H"], "coordinates": [[-0.287, -0.297, 1.607], [-1.752, 2.072, -1.036], [-0.310, 2.247, -0.731], [0.629, 3.035, -1.409], [1.817, 2.844, -0.729], [3.154, 3.401, -1.073], [1.570, 2.003, 0.293], [0.286, 1.639, 0.281], [2.527, 1.571, 1.415], [1.854, 1.779, 2.779], [0.855, 1.015, 3.233], [0.478, 1.476, 4.415], [-0.629, 0.856, 5.186], [1.257, 2.593, 4.739], [2.122, 2.752, 3.673], [3.177, 3.789, 3.513], [2.936, 0.101, 1.225], [2.081, -0.916, 1.354], [2.759, -2.043, 1.211], [2.146, -3.387, 1.364], [4.100, -1.745, 0.953], [4.175, -0.366, 0.974], [5.386, 0.467, 0.744], [-1.969, 2.400, -2.050], [-2.360, 2.646, -0.335], [-2.027, 1.026, -0.917], [0.476, 3.654, -2.271], [3.047, 4.124, -1.877], [3.815, 2.603, -1.411], [3.617, 3.890, -0.219], [3.505, 2.242, 1.376], [-0.555, -0.232, 5.146], [-1.587, 1.151, 4.750], [-0.604, 1.196, 6.219], [1.209, 3.198, 5.624], [3.154, 4.465, 4.364], [3.030, 4.363, 2.600], [4.163, 3.330, 3.463], [1.066, -3.290, 1.439], [2.520, -3.857, 2.273], [2.409, -4.028, 0.525], [4.903, -2.431, 0.773], [6.235, -0.185, 0.550], [5.615, 1.085, 1.611], [5.248, 1.130, -0.108], [-0.381, -3.844, -1.043], [-0.192, -2.529, -1.513], [0.098, -2.383, -2.814], [0.381, -3.426, -3.682], [0.602, -3.156, -5.026], [0.951, -4.608, -6.211], [0.581, -1.881, -5.528], [0.338, -0.811, -4.655], [0.086, -1.049, -3.298], [-0.177, -0.085, -2.423], [0.332, 0.550, -5.138], [-0.138, 1.576, -4.466], [0.036, 2.673, -5.262], [-0.295, 4.010, -5.058], [0.053, 4.912, -6.042], [0.680, 4.510, -7.221], [0.983, 3.184, -7.460], [0.660, 2.274, -6.470], [0.825, 0.917, -6.365], [0.570, -4.389, -1.011], [-1.104, -4.377, -1.667], [-0.803, -3.747, -0.044], [0.419, -4.445, -3.334], [0.728, -1.713, -6.584], [-0.261, 0.783, -2.888], [-0.808, 4.329, -4.164], [-0.170, 5.959, -5.900], [0.937, 5.252, -7.963], [1.462, 2.875, -8.375], [1.268, 0.311, -7.034], [-3.535, -1.265, 4.632], [-4.722, -0.854, 4.023], [-4.883, -1.318, 2.558], [-6.402, -1.368, 2.268], [-7.130, -2.311, 3.021], [-4.329, -2.741, 2.403], [-2.568, -3.039, 1.565], [-4.301, -0.304, 1.563], [-2.904, 0.943, 2.215], [-2.803, -0.891, 4.113], [-4.809, 0.246, 4.035], [-5.533, -1.281, 4.623], [-6.550, -1.554, 1.193], [-6.844, -0.400, 2.519], [-6.667, -3.155, 2.966], [-4.993, -3.336, 1.768], [-4.249, -3.217, 3.382], [-5.097, 0.364, 1.220], [-3.884, -0.813, 0.694], [-0.192, -5.258, 3.604], [0.028, -3.891, 3.985], [0.236, -2.805, 4.279], [-0.492, -5.277, 2.556], [-0.999, -5.675, 4.201], [0.718, -5.839, 3.750]], "mulliken_charge": [2.35, -1.23, -0.14, -0.68, 0.47, -1.62, 1.18, 0.13, -2.14, 0.63, -0.05, 0.57, -1.26, -1.55, 0.91, -1.39, 0.71, 0.55, 0.28, -0.95, -1.65, 0.92, -1.36, 0.26, 0.38, 0.25, 0.51, 0.39, 0.17, 0.28, -0.18, 0.16, 0.19, 0.36, 0.47, 0.37, 0.25, 0.22, -0.26, 0.34, 0.38, 0.49, 0.36, 0.24, 0.16, -0.31, 0.46, 0.56, -0.62, -0.65, -0.26, -0.93, 1.13, -0.17, -0.40, -0.07, -0.35, 0.28, -0.49, -0.73, -0.41, -1.00, 0.49, -0.02, 0.35, 0.57, -0.92, 0.55, 0.45, 0.61, 0.48, 0.39, 0.38, 0.39, 0.23, -0.50, -1.30, 2.62, -1.31, -0.57, -1.81, -0.56, -1.32, -0.66, 0.17, 0.28, 0.53, 0.40, 0.47, 0.38, 0.53, 0.30, 0.38, 0.40, -0.82, 0.44, -0.38, 0.13, 0.34, 0.36], "multiplicity": 1, "total_charge": -1, "gap_ev": 5.488}

*Q*
{"formula": "C36H46BBrN9O4Se2Sr", "method": "wB97M-V/def2-TZVPD", "elements": ["Sr", "C", "C", "C", "C", "C", "N", "N", "B", "N", "N", "C", "C", "C", "C", "C", "N", "N", "C", "C", "C", "C", "C", "H", "H", "H", "H", "H", "H", "H", "H", "H", "H", "H", "H", "H", "H", "H", "H", "H", "H", "H", "H", "H", "H", "C", "O", "C", "C", "C", "Br", "C", "C", "C", "O", "C", "N", "C", "C", "C", "C", "C", "C", "N", "H", "H", "H", "H", "H", "H", "H", "H", "H", "H", "H", "O", "C", "C", "C", "O", "C", "Se", "C", "Se", "H", "H", "H", "H", "H", "H", "H", "H", "H", "H", "C", "C", "N", "H", "H", "H"], "coordinates": [[-1.279, -0.551, 0.985], [0.481, -1.780, -2.312], [-0.168, -0.439, -2.398], [-0.073, 0.498, -3.431], [-0.863, 1.559, -3.026], [-1.105, 2.853, -3.725], [-1.385, 1.248, -1.824], [-0.953, 0.018, -1.435], [-2.410, 2.066, -0.987], [-3.614, 1.187, -0.587], [-3.549, 0.218, 0.368], [-4.752, -0.335, 0.441], [-5.043, -1.440, 1.397], [-5.615, 0.268, -0.480], [-4.852, 1.224, -1.118], [-5.251, 2.170, -2.200], [-1.731, 2.713, 0.257], [-1.250, 1.981, 1.295], [-0.789, 2.836, 2.193], [-0.213, 2.354, 3.481], [-0.961, 4.149, 1.745], [-1.564, 4.025, 0.510], [-1.984, 5.105, -0.429], [1.301, -1.842, -3.029], [-0.240, -2.574, -2.511], [0.879, -1.974, -1.316], [0.492, 0.422, -4.344], [-0.655, 2.816, -4.716], [-0.657, 3.688, -3.183], [-2.168, 3.066, -3.834], [-2.809, 2.957, -1.670], [-4.594, -1.239, 2.371], [-4.641, -2.388, 1.036], [-6.119, -1.548, 1.532], [-6.651, 0.038, -0.657], [-6.286, 1.977, -2.481], [-4.629, 2.049, -3.087], [-5.170, 3.208, -1.879], [-0.083, 1.272, 3.472], [-0.874, 2.597, 4.315], [0.757, 2.815, 3.672], [-0.685, 5.061, 2.244], [-1.728, 6.074, -0.001], [-3.059, 5.083, -0.611], [-1.489, 5.016, -1.395], [2.741, 0.356, 3.175], [2.548, 0.433, 1.769], [3.583, 0.920, 1.062], [4.703, 1.516, 1.610], [5.725, 1.964, 0.772], [7.260, 2.762, 1.553], [5.653, 1.822, -0.587], [4.516, 1.226, -1.157], [3.476, 0.778, -0.343], [2.367, 0.204, -0.791], [4.420, 1.039, -2.601], [3.533, 0.272, -3.189], [3.799, 0.358, -4.542], [3.179, -0.270, -5.619], [3.660, 0.002, -6.884], [4.737, 0.877, -7.084], [5.370, 1.500, -6.025], [4.883, 1.220, -4.756], [5.262, 1.641, -3.497], [2.771, 1.358, 3.614], [3.668, -0.179, 3.401], [1.913, -0.224, 3.569], [4.797, 1.635, 2.677], [6.483, 2.139, -1.201], [2.442, 0.082, -1.768], [2.356, -0.953, -5.459], [3.199, -0.470, -7.741], [5.083, 1.065, -8.091], [6.206, 2.167, -6.182], [5.984, 2.301, -3.275], [-3.064, -3.938, 3.199], [-2.410, -5.131, 2.821], [-0.904, -4.973, 2.561], [-0.289, -6.383, 2.667], [-0.368, -6.980, 3.958], [-0.260, -4.102, 3.664], [0.226, -2.213, 3.356], [-0.569, -4.496, 1.134], [-1.901, -3.378, 0.199], [-2.935, -3.343, 2.436], [-2.877, -5.549, 1.916], [-2.554, -5.837, 3.643], [0.759, -6.334, 2.340], [-0.816, -7.066, 1.995], [-0.066, -6.315, 4.587], [0.696, -4.553, 3.950], [-0.914, -4.111, 4.539], [-0.409, -5.364, 0.490], [0.364, -3.932, 1.178], [-1.379, -0.382, 6.123], [-2.211, -0.208, 4.946], [-2.879, -0.111, 4.020], [-0.399, -0.729, 5.785], [-1.811, -1.164, 6.748], [-1.312, 0.547, 6.686]], "mulliken_charge": [2.09, -1.07, -0.01, -0.82, 0.58, -1.54, 0.97, 0.30, -1.82, 0.42, 0.16, 0.52, -1.31, -1.53, 0.89, -1.33, 0.50, 0.67, 0.28, -0.91, -1.62, 0.93, -1.30, 0.18, 0.36, 0.23, 0.44, 0.37, 0.16, 0.26, -0.22, 0.20, 0.21, 0.36, 0.46, 0.36, 0.23, 0.20, -0.18, 0.30, 0.34, 0.47, 0.35, 0.23, 0.15, -0.50, 0.40, 0.63, -0.59, -0.70, -0.26, -0.83, 1.13, -0.22, -0.40, -0.04, -0.38, 0.30, -0.33, -0.75, -0.38, -1.05, 0.45, -0.01, 0.36, 0.55, -0.59, 0.53, 0.44, 0.59, 0.40, 0.40, 0.37, 0.39, 0.22, -0.45, -1.25, 2.62, -1.35, -0.57, -1.79, -0.82, -1.27, -0.73, 0.11, 0.26, 0.50, 0.41, 0.48, 0.39, 0.51, 0.35, 0.41, 0.40, -0.81, 0.43, -0.34, 0.14, 0.35, 0.35], "multiplicity": 1, "total_charge": -1, "gap_ev": 5.694}

Most stable one: *Q*, least stable one: *P*.